# C41H42F12P

A 6-piece molecular cluster, C41H42F12P overall (ωB97M-V/def2-TZVPD, the Open Molecules 2025 dataset).

Properties
Largest force on an atom, eV/Å: 0.5
Net charge: -1
Frontier orbital gap, eV: 6.39
E_tot, eV: -85093.980
Lowest unoccupied orbital energy, eV: 2.443

```
96
C41H42F12P | the Open Molecules 2025 dataset | ωB97M-V/def2-TZVPD
C 4.6596 2.6641 0.7024
C 3.8586 2.3028 -0.1157
C 2.8564 1.8485 -1.0719
C 1.6834 1.1362 -0.3474
C 1.9381 -0.3482 -0.0928
P 0.4122 -1.1862 0.7619
C 0.6859 -0.2131 2.3976
C -0.2469 1.0007 2.5619
C 0.4138 2.1336 3.3628
C 1.6273 -2.6933 1.3934
F 2.4650 -2.3922 2.4525
F 2.4777 -3.0268 0.3515
C 0.9650 -4.0411 1.7578
F 1.8793 -5.0637 1.7251
F -0.0030 -4.3514 0.8686
C 0.3364 -4.1660 3.1717
F -0.1424 -5.4174 3.3261
F -0.6896 -3.3315 3.3454
F 1.2132 -3.9578 4.1499
H 5.3498 2.9166 1.4720
H 2.4863 2.7079 -1.6351
H 3.3290 1.1613 -1.7779
H 1.5436 1.6490 0.6060
H 0.7861 1.2312 -0.9587
H 2.0893 -0.8319 -1.0635
H 2.8536 -0.4350 0.5020
H 0.1924 -2.0240 -0.4216
H -0.7461 -1.8496 1.3889
H -0.4847 -0.1678 0.2046
H 0.4629 -0.9051 3.2146
H 1.7186 0.1312 2.4946
H -1.1656 0.7059 3.0734
H -0.5073 1.3923 1.5757
H 1.0276 2.7555 2.7059
H -0.3179 2.7962 3.8349
H 1.0510 1.7444 4.1587
F -6.4039 -3.0531 1.5022
C -5.7193 -3.8611 2.3445
C -4.3792 -3.6165 2.5632
C -3.6895 -4.4499 3.4320
C -4.3413 -5.5063 4.0555
C -5.6896 -5.7298 3.8143
C -6.3942 -4.9006 2.9521
H -3.8850 -2.7947 2.0612
H -2.6425 -4.2689 3.6175
H -3.7947 -6.1547 4.7275
H -6.1995 -6.5541 4.2965
H -7.4461 -5.0508 2.7495
F 1.8165 2.0477 -4.0359
C 0.6542 1.4490 -4.3753
C -0.3927 1.4958 -3.4790
C -1.5699 0.8406 -3.8002
C -1.6895 0.1660 -5.0089
C -0.6223 0.1437 -5.8965
C 0.5673 0.7870 -5.5827
H -0.2739 2.0102 -2.5359
H -2.3887 0.8431 -3.0955
H -2.6063 -0.3558 -5.2495
H -0.7046 -0.3930 -6.8336
H 1.4173 0.7696 -6.2518
F -2.2106 1.5506 -0.8332
C -3.3691 1.9741 -0.3014
C -4.0857 1.1022 0.4939
C -5.2821 1.5415 1.0407
C -5.7425 2.8272 0.7869
C -5.0001 3.6812 -0.0170
C -3.7989 3.2587 -0.5689
H -3.7015 0.1079 0.6775
H -5.8548 0.8746 1.6717
H -6.6766 3.1631 1.2174
H -5.3552 4.6838 -0.2171
H -3.1988 3.9061 -1.1940
F 0.2782 -1.4327 -9.3085
C 1.2842 -2.0854 -8.6846
C 2.5128 -1.4661 -8.5811
C 3.5367 -2.1356 -7.9264
C 3.3217 -3.3986 -7.3930
C 2.0750 -3.9964 -7.5134
C 1.0401 -3.3388 -8.1626
H 2.6546 -0.4791 -9.0004
H 4.5041 -1.6619 -7.8251
H 4.1209 -3.9115 -6.8758
H 1.9014 -4.9774 -7.0918
H 0.0566 -3.7786 -8.2560
F 1.6173 4.2013 5.1573
C 2.7778 4.8763 5.1618
C 3.0458 5.7442 4.1214
C 4.2495 6.4330 4.1274
C 5.1616 6.2474 5.1577
C 4.8678 5.3658 6.1888
C 3.6672 4.6705 6.1982
H 2.3252 5.8608 3.3236
H 4.4768 7.1145 3.3181
H 6.1010 6.7842 5.1536
H 5.5789 5.2119 6.9900
H 3.4166 3.9761 6.9885
```